(1)
Below is 6 unconnected molecules or ions with the total composition C25H48F5O15S, with properties calculated with wB97M-V/def2-TZVPD.

Results
- orbital gap (eV) = 7.607
- E_HOMO (Eh) = -0.4320
- lowest unoccupied orbital energy (eV) = -4.15

The geometry in ORCA input format:
```
! RIJCOSX wB97M-V def2-TZVPD def2/J DEFGRID3
* xyz 1 1
C -2.475 6.542 0.500
C -1.339 7.556 0.349
C -1.318 8.118 -1.047
F -1.139 7.150 -2.004
S 0.150 9.243 -1.450
C 0.451 10.321 0.051
F 1.520 11.023 -0.290
F 0.718 9.585 1.121
C -0.774 11.242 0.281
F -0.506 11.972 1.373
F -0.886 12.026 -0.814
H -3.432 6.921 0.123
H -2.615 6.329 1.564
H -2.229 5.594 0.012
H -0.366 7.101 0.571
H -1.472 8.383 1.058
H -2.187 8.724 -1.326
H 1.133 8.344 -1.249
H -1.710 10.687 0.419
C 1.432 2.345 -1.242
C 0.642 1.644 -0.159
O 1.287 1.744 1.123
C 1.117 2.877 1.787
O 0.454 3.824 1.434
O 1.792 2.791 2.930
C 1.744 3.958 3.757
H 2.455 1.970 -1.266
H 0.978 2.160 -2.216
H 1.463 3.421 -1.069
H 0.594 0.575 -0.351
H -0.376 2.028 -0.083
H 0.714 4.252 3.948
H 2.286 4.776 3.286
H 2.228 3.676 4.686
C 3.712 -0.834 -7.371
C 3.003 -1.216 -6.092
O 2.510 -0.057 -5.388
C 1.378 0.454 -5.857
O 0.722 0.034 -6.772
O 1.064 1.524 -5.113
C -0.130 2.190 -5.532
H 4.509 -0.119 -7.166
H 4.152 -1.721 -7.827
H 3.019 -0.390 -8.084
H 3.688 -1.685 -5.389
H 2.175 -1.898 -6.279
H -0.964 1.493 -5.589
H 0.016 2.659 -6.504
H -0.325 2.948 -4.779
C -1.824 -4.490 0.888
C -1.004 -5.118 -0.216
O -1.112 -4.377 -1.448
C -0.372 -3.280 -1.520
O 0.382 -2.862 -0.677
O -0.630 -2.674 -2.684
C 0.102 -1.466 -2.874
H -2.862 -4.377 0.573
H -1.799 -5.125 1.774
H -1.434 -3.509 1.158
H -1.379 -6.110 -0.459
H 0.046 -5.203 0.061
H 1.172 -1.632 -2.761
H -0.228 -0.712 -2.158
H -0.115 -1.128 -3.884
C -1.785 0.592 3.857
C -0.298 0.335 3.991
O 0.146 0.481 5.349
C -0.114 -0.555 6.148
O -0.665 -1.576 5.827
O 0.301 -0.247 7.375
C 0.050 -1.258 8.357
H -2.040 1.569 4.272
H -2.071 0.574 2.804
H -2.363 -0.166 4.383
H 0.268 1.074 3.435
H -0.031 -0.653 3.618
H 0.458 -2.214 8.039
H -1.020 -1.357 8.533
H 0.546 -0.919 9.261
C -0.159 -10.954 -1.806
C -1.016 -11.661 -0.780
O -0.514 -11.473 0.555
C -0.815 -10.309 1.120
O -1.485 -9.432 0.636
O -0.254 -10.276 2.329
C -0.483 -9.068 3.059
H 0.880 -11.272 -1.716
H -0.509 -11.194 -2.810
H -0.204 -9.874 -1.675
H -0.993 -12.738 -0.928
H -2.052 -11.326 -0.824
H -1.546 -8.850 3.121
H 0.035 -8.236 2.585
H -0.076 -9.242 4.050
*
```

---

(2)
Below is a molecular structure, C25H48FeOP4 in a non-equilibrium geometry, with properties calculated with wB97M-V/def2-TZVPD.

Results
- relative energy (zero: lowest compared OMol25 entry of this formula, charge and spin) (kJ/mol) = 0.0
- orbital gap (alpha / beta) (eV) = 7.308 / 3.960
- E_HOMO (alpha / beta) (Eh) = -0.5898 / -0.5863
- lowest unoccupied orbital energy (alpha / beta) (eV) = -8.74 / -11.99

The geometry in ORCA input format:
```
! RIJCOSX wB97M-V def2-TZVPD def2/J DEFGRID3
* xyz 3 6
Fe 0.477 0.564 -0.264
P 1.953 1.698 1.162
P -0.407 2.332 -1.315
P 2.416 -0.789 -0.994
H -2.524 -3.539 -0.516
C -1.553 -4.007 -0.346
C -0.724 -3.688 0.650
H -0.968 -2.937 1.421
C 1.248 2.365 2.725
C 2.791 3.154 0.395
C 3.364 0.784 1.912
C -2.117 2.145 -1.958
C -0.589 3.979 -0.488
C 0.454 2.695 -2.900
C 3.176 -2.100 0.078
C 3.919 0.101 -1.584
C 2.116 -1.889 -2.439
H -1.303 -4.832 -1.023
H 0.301 -4.090 0.633
H 0.696 1.557 3.231
H 0.578 3.212 2.536
H 2.075 2.682 3.374
H 2.076 3.882 -0.010
H 3.448 2.823 -0.422
H 3.400 3.642 1.171
H 2.975 -0.088 2.457
H 3.851 1.459 2.631
H 4.090 0.460 1.156
H -2.538 3.118 -2.244
H -2.748 1.700 -1.184
H -2.199 1.479 -2.821
H -0.598 4.780 -1.238
H 0.225 4.180 0.211
H -1.527 4.026 0.076
H -0.010 3.551 -3.418
H 0.322 1.787 -3.507
H 1.528 2.875 -2.746
H 4.009 -2.586 -0.459
H 2.411 -2.855 0.309
H 3.555 -1.670 1.012
H 4.512 -0.577 -2.219
H 4.547 0.453 -0.757
H 3.606 0.965 -2.185
H 3.052 -2.420 -2.668
H 1.811 -1.302 -3.315
H 1.335 -2.632 -2.218
C -1.732 -1.501 -2.776
C -2.926 -0.934 -3.205
C -3.250 -1.012 -4.548
C -2.493 -1.808 -5.413
C -1.515 -2.648 -4.867
C -1.138 -2.522 -3.528
O -1.214 -1.005 -1.607
H -0.280 -1.346 -1.407
H -3.537 -0.413 -2.486
H -4.117 -0.472 -4.920
H -2.709 -1.856 -6.478
H -1.070 -3.433 -5.467
H -0.479 -3.236 -3.048
C -2.119 1.962 2.189
P -1.282 0.405 1.665
C -2.733 -0.541 1.088
C -1.041 -0.379 3.334
C 0.069 -1.218 3.539
C 0.354 -1.695 4.823
C -0.438 -1.326 5.914
C -1.587 -0.550 5.696
C -1.941 -0.179 4.402
H -2.291 1.959 3.273
H -1.511 2.840 1.946
H -3.089 2.061 1.686
H -2.420 -1.553 0.787
H -3.459 -0.580 1.915
H -3.167 -0.002 0.232
H 0.678 -1.523 2.684
H 1.219 -2.339 4.978
H -0.165 -1.635 6.916
H -2.217 -0.266 6.540
H -2.917 0.295 4.237
*
```

---

(3)
Below is a molecular structure, C25H48FeP4S in a non-equilibrium geometry, with properties calculated with wB97M-V/def2-TZVPD.

Results
- relative energy (zero: lowest compared OMol25 entry of this formula, charge and spin) (kJ/mol) = 0.0
- orbital gap (alpha / beta) (eV) = 7.396 / 3.706
- E_HOMO (alpha / beta) (Eh) = -0.5633 / -0.5749
- lowest unoccupied orbital energy (alpha / beta) (eV) = -7.93 / -11.94

The geometry in ORCA input format:
```
! RIJCOSX wB97M-V def2-TZVPD def2/J DEFGRID3
* xyz 3 6
Fe 0.345 0.364 0.276
P 2.051 1.317 1.292
P -1.278 1.805 0.635
P 0.913 1.156 -1.747
H -0.857 -2.073 -0.094
C -0.018 -1.606 -0.609
C 1.285 -1.582 -0.040
H 1.495 -1.993 0.945
C 2.504 0.933 3.020
C 2.094 3.155 1.448
C 3.693 0.998 0.522
C -2.852 1.096 -0.005
C -1.770 2.307 2.321
C -1.286 3.500 -0.122
C 2.118 0.069 -2.633
C 1.638 2.832 -2.075
C -0.591 1.213 -2.833
H -0.146 -1.498 -1.686
H 2.147 -1.550 -0.708
H 2.676 -0.140 3.145
H 1.716 1.249 3.709
H 3.431 1.470 3.261
H 1.243 3.504 2.045
H 2.058 3.640 0.467
H 3.028 3.437 1.958
H 3.847 -0.085 0.453
H 4.472 1.434 1.165
H 3.765 1.428 -0.482
H -3.656 1.842 0.109
H -3.100 0.191 0.567
H -2.742 0.821 -1.064
H -2.483 3.138 2.250
H -0.896 2.616 2.905
H -2.239 1.480 2.860
H -2.217 3.996 0.199
H -1.247 3.472 -1.219
H -0.423 4.076 0.249
H 2.266 0.452 -3.654
H 1.747 -0.966 -2.687
H 3.074 0.080 -2.088
H 1.711 2.977 -3.167
H 2.644 2.902 -1.636
H 0.992 3.616 -1.653
H -0.291 1.463 -3.865
H -1.304 1.963 -2.463
H -1.081 0.226 -2.812
C -0.225 -2.505 -6.064
C -1.343 -2.569 -6.920
C -1.623 -3.751 -7.633
C -0.750 -4.851 -7.547
C 0.442 -4.736 -6.817
C 0.721 -3.557 -6.116
S 0.126 -1.141 -5.050
H -1.052 -0.815 -4.444
H -1.961 -1.685 -7.022
H -2.515 -3.815 -8.265
H -0.992 -5.784 -8.085
H 1.153 -5.571 -6.800
H 1.672 -3.435 -5.607
C 0.726 -2.180 3.470
P -0.397 -0.933 2.713
C -1.744 -2.114 2.312
C -1.063 -0.287 4.375
C -2.440 -0.216 4.641
C -2.889 0.294 5.863
C -1.976 0.735 6.817
C -0.608 0.623 6.572
C -0.146 0.105 5.365
H 0.192 -2.723 4.259
H 1.020 -2.895 2.705
H 1.614 -1.718 3.896
H -2.198 -2.462 3.247
H -2.494 -1.624 1.685
H -1.341 -2.968 1.758
H -3.176 -0.555 3.902
H -3.947 0.342 6.064
H -2.315 1.157 7.758
H 0.125 0.925 7.320
H 0.928 -0.015 5.189
*
```